Entry from the Open Molecules 2025 dataset: an isolated ion of composition C3H7O2 and charge -1 in a non-equilibrium geometry (the ωB97M-V functional and the def2-TZVPD basis).

```
12
Properties=species:S:1:pos:R:3:mulliken_charge:R:1
C -0.32854 -0.00256 0.18001 -0.376
C 0.13660 0.53850 -1.15734 -0.326
O -1.04299 0.95433 -1.88127 -0.495
C 0.69890 -0.91860 0.94490 -0.395
O 0.53177 -0.72104 2.29181 -0.915
H -1.21700 -0.61987 0.06461 0.265
H -0.45375 0.84018 0.86262 0.154
H 0.80690 1.39951 -1.02637 0.244
H 0.68787 -0.22106 -1.73418 0.277
H -0.77837 1.36370 -2.71493 0.256
H 0.44567 -2.00243 0.68195 0.122
H 1.74455 -0.68602 0.69588 0.189
```

Summary:
Charge = -1
SMILES = [O-]CCCO
Electronic energy = -7318.3061 eV